Record 1
Density functional theory data (the ωB97M-V functional and the def2-TZVPD basis) for a structure of composition C40H59N2P2SiTl.

Results
HOMO level	-13.24	eV
DFT total energy	-76555.3433	eV
lowest unoccupied orbital energy	-6.819	eV
total charge	+2
frontier orbital gap	0.236	Eh

CARTESIAN COORDINATES (ANGSTROEM)
Tl (-0.718, 0.788, 0.131)
P (-0.245, -1.047, -2.752)
P (-0.867, -2.134, 1.301)
Si (1.877, -1.854, -0.229)
N (-0.231, 1.437, 2.650)
N (-0.708, 2.536, 4.488)
C (0.670, -2.986, -4.750)
C (0.809, 1.301, 3.542)
C (0.990, -3.466, -0.212)
C (3.672, -0.382, -1.665)
C (-0.167, -2.745, -3.491)
C (-4.393, -1.443, -0.733)
C (-3.168, 1.455, -4.427)
C (-0.996, -0.240, -5.449)
C (-1.594, -3.325, -3.634)
C (0.527, 1.978, 4.686)
C (3.391, 0.612, -3.819)
C (4.199, 0.318, -2.736)
C (-3.383, -1.002, 1.767)
C (-0.894, -4.831, 0.376)
C (0.762, -2.486, 3.555)
C (-3.065, 1.125, -5.912)
C (0.957, -5.791, -0.835)
C (0.866, -4.498, -4.940)
C (-2.692, -2.156, 1.027)
C (-0.410, -5.297, -4.614)
C (-4.908, -1.178, 1.718)
C (2.334, -0.822, -1.677)
C (-3.048, -2.132, -0.474)
C (-5.382, -1.770, 0.380)
C (-0.244, -3.603, 0.418)
C (-0.700, -2.517, 3.107)
C (0.186, -3.914, 5.552)
C (3.011, -1.554, 1.196)
C (-2.536, 0.358, -3.573)
C (1.602, -4.562, -0.826)
C (-1.268, -3.937, 5.097)
C (-1.069, 0.116, -3.958)
C (-0.297, -5.917, -0.251)
C (-1.646, -4.410, -4.714)
C (1.513, -0.522, -2.792)
C (2.065, 0.197, -3.843)
C (-1.124, 2.191, 3.258)
C (0.882, -2.645, 5.070)
C (-1.372, -3.811, 3.575)
C (-1.617, 0.865, -6.304)
H (-1.549, 0.590, -7.358)
H (1.215, -1.538, 3.250)
H (1.426, -6.641, -1.310)
H (-1.757, -4.857, 5.419)
H (0.707, -4.789, 5.151)
H (-2.325, -2.544, -3.857)
H (1.304, -3.303, 3.063)
H (1.173, -4.684, -5.969)
H (-1.200, -1.669, 3.593)
H (-3.666, 0.236, -6.129)
H (-3.059, -0.937, 2.805)
H (-6.373, -1.391, 0.134)
H (0.174, -2.571, -5.625)
H (-5.479, -2.856, 0.459)
H (-1.810, -3.109, 5.565)
H (-3.107, -0.047, 1.295)
H (4.313, -0.590, -0.825)
H (0.424, -1.775, 5.553)
H (-3.478, 1.939, -6.508)
H (-2.559, -4.994, -4.598)
H (-1.545, -1.171, -5.618)
H (-0.864, -4.665, 3.115)
H (-0.496, -6.155, -5.279)
H (-1.866, -4.953, 0.835)
H (0.332, -3.303, -2.692)
H (-2.253, -1.646, -1.051)
H (-4.783, -1.761, -1.700)
H (-1.036, 1.785, -6.179)
H (1.689, -4.841, -4.307)
H (1.645, -2.500, -4.675)
H (2.564, -4.463, -1.315)
H (-5.215, -1.827, 2.540)
H (-2.656, 2.403, -4.232)
H (-1.207, 3.120, 5.142)
H (1.457, 0.456, -4.697)
H (-1.691, -3.956, -5.707)
H (-2.618, 0.625, -2.516)
H (-4.264, -0.358, -0.794)
H (-1.886, -3.761, -2.674)
H (-5.383, -0.212, 1.893)
H (-0.355, -5.697, -3.597)
H (-2.421, -3.851, 3.280)
H (3.790, 1.174, -4.652)
H (3.954, -2.059, 0.961)
H (-3.092, -3.160, -0.841)
H (-0.529, 1.061, -3.803)
H (-0.810, -6.868, -0.278)
H (-2.069, 2.507, 2.850)
H (-3.061, -3.086, 1.467)
H (1.696, 0.741, 3.307)
H (1.934, -2.651, 5.357)
H (-3.103, -0.569, -3.705)
H (0.242, -3.983, 6.638)
H (2.640, -1.991, 2.119)
H (3.234, -0.497, 1.340)
H (1.083, 2.112, 5.594)
H (-4.211, 1.590, -4.137)
H (0.030, -0.417, -5.770)
H (5.230, 0.642, -2.716)

Atomic partial charges in e from the Löwdin method, atoms 1 to 4: number 1, Tl, carries 0.778; number 2, P, carries 1.037; number 3, P, carries 1.036; number 4, Si, carries 0.870

=====

Record 2
Density functional theory data (the ωB97M-V functional and the def2-TZVPD basis) for a structure of composition C4H9O3Sc at a distorted geometry.

Results
energy above the lowest of the compared OMol25 structures with the same formula, charge and spin	170.41	kcal/mol
HOMO level (alpha / beta)	-12.33 / -12.30	eV
DFT total energy	-31120.0453	eV
spin multiplicity	2
lowest unoccupied orbital energy (alpha / beta)	-5.858 / -5.858	eV
total charge	+1
frontier orbital gap (alpha / beta)	0.238 / 0.237	Eh

CARTESIAN COORDINATES (ANGSTROEM)
Sc (-1.286, -1.117, -0.907)
O (-2.129, 0.567, -0.394)
O (0.333, -0.475, 1.730)
O (0.888, 0.604, -1.288)
C (2.018, 0.166, -1.983)
C (-1.754, 1.241, 0.799)
C (-0.124, -1.653, 0.933)
C (-0.437, 0.752, 1.591)
H (0.823, -2.185, 0.723)
H (-1.152, 0.007, 1.806)
H (-0.747, -2.262, 1.612)
H (2.499, -0.683, -1.474)
H (-1.524, 2.311, 0.636)
H (2.711, 0.997, -2.181)
H (1.660, -0.234, -2.955)
H (-2.583, 0.886, 1.456)
H (0.803, 1.078, -0.103)

Atomic partial charges in e from the Löwdin method, atoms 1 to 4: number 1, Sc, carries 1.494; number 2, O, carries -0.306; number 3, O, carries -0.244; number 4, O, carries -0.281